# 1
89
Properties=species:S:1:pos:R:3 method="wB97M-V/def2-TZVPD" gap_ev="4.92 / 4.98" de_lowest_kj_mol=0.0 charge=-2 max_force_ev_per_a=1.5 multiplicity=1
Mg -0.347 0.673 0.403
C 3.586 2.992 -3.941
C 2.624 3.983 -4.102
C 1.661 4.252 -3.136
C 1.725 3.469 -2.007
C 0.783 3.328 -0.891
N 1.106 2.222 -0.146
C 2.299 1.763 -0.611
N 3.072 0.825 -0.135
C 2.717 0.074 0.913
C 3.650 -0.806 1.609
C 5.016 -1.036 1.387
C 5.538 -2.111 2.074
C 4.788 -2.813 3.068
C 3.464 -2.468 3.349
C 2.880 -1.477 2.553
C 1.542 -0.919 2.483
N 0.583 -1.255 3.311
C -0.545 -0.535 3.355
N -0.901 0.490 2.551
C -2.066 0.979 3.049
N -2.748 2.026 2.640
C -2.351 2.856 1.718
N -1.298 2.673 0.854
C -1.165 3.809 0.169
N -0.267 4.076 -0.790
C -2.231 4.726 0.492
C -2.563 5.943 -0.086
C -3.687 6.568 0.407
C -4.425 5.989 1.473
C -4.114 4.762 2.030
C -2.980 4.150 1.501
C -2.543 0.181 4.140
C -3.739 0.200 4.845
C -3.908 -0.823 5.775
C -2.910 -1.777 6.028
C -1.733 -1.788 5.300
C -1.580 -0.811 4.334
N 1.504 -0.029 1.426
C 2.677 2.470 -1.856
C 3.632 2.172 -2.815
H 4.281 2.762 -4.758
H 2.566 4.517 -5.053
H 0.859 4.965 -3.301
H 5.617 -0.445 0.675
H 6.578 -2.385 1.973
H 5.363 -3.539 3.619
H 2.854 -2.960 4.088
H -1.975 6.389 -0.858
H -4.053 7.498 0.017
H -5.322 6.561 1.782
H -4.676 4.313 2.842
H -4.468 0.941 4.568
H -4.812 -0.866 6.370
H -3.079 -2.592 6.730
H -0.977 -2.570 5.467
H 4.327 1.353 -2.697
S -1.065 1.561 -2.873
C 0.061 0.322 -2.756
N 0.372 -0.349 -1.635
C 1.252 -1.358 -1.915
C 1.745 -2.284 -1.005
C 2.550 -3.338 -1.390
C 2.961 -3.441 -2.714
C 2.561 -2.505 -3.641
C 1.711 -1.467 -3.242
S 0.965 -0.249 -4.206
H 1.432 -2.265 0.045
H 2.862 -4.065 -0.683
H 3.607 -4.247 -3.028
H 2.842 -2.564 -4.679
C -0.384 -5.008 -4.035
C -1.140 -4.079 -3.108
C -1.305 -4.355 -1.748
C -2.011 -3.479 -0.934
C -2.589 -2.338 -1.451
C -2.460 -2.066 -2.813
C -1.712 -2.911 -3.621
S -3.416 -1.167 -0.373
O -4.125 -2.004 0.605
O -4.181 -0.313 -1.266
O -2.278 -0.439 0.255
H -0.687 -6.068 -3.947
H 0.677 -4.967 -3.856
H -0.523 -4.706 -5.103
H -0.893 -5.268 -1.323
H -2.193 -3.718 0.118
H -2.870 -1.151 -3.189
H -1.591 -2.660 -4.671

=====

# 2
87
Properties=species:S:1:pos:R:3 method="wB97M-V/def2-TZVPD" gap_ev="5.24 / 4.99" max_force_ev_per_a=1.3 s2=0.759 multiplicity=2
Ru -0.064 -0.427 -0.384
C -3.829 1.206 2.767
C -3.596 2.290 2.025
C -2.893 2.159 0.724
C -2.955 0.744 -0.031
C -3.253 0.011 -1.345
N -3.525 -1.364 -1.059
C -3.240 -1.551 0.179
N -2.884 -2.742 0.760
C -1.691 -2.826 1.220
C -1.342 -3.944 2.135
C -2.130 -4.934 2.688
C -1.516 -5.799 3.588
C -0.165 -5.661 3.912
C 0.611 -4.655 3.345
C -0.018 -3.804 2.458
C 0.494 -2.642 1.684
N 1.762 -2.400 1.710
C 2.404 -1.581 0.836
N 1.934 -1.104 -0.300
C 2.958 -0.312 -0.880
N 2.886 0.434 -1.926
C 1.747 0.835 -2.510
N 0.466 0.773 -1.980
C -0.370 1.406 -2.823
N -1.772 1.406 -2.665
C 0.348 1.925 -3.936
C -0.032 2.583 -5.125
C 0.946 2.905 -6.032
C 2.305 2.580 -5.792
C 2.684 1.915 -4.656
C 1.693 1.578 -3.718
C 4.148 -0.429 -0.060
C 5.416 0.144 -0.149
C 6.302 -0.104 0.880
C 5.942 -0.899 1.984
C 4.684 -1.457 2.076
C 3.792 -1.204 1.035
N -0.539 -2.036 1.002
C -3.259 -0.318 0.972
C -3.564 -0.138 2.256
H -4.285 1.305 3.745
H -3.885 3.276 2.362
H -3.025 3.025 0.085
H -3.174 -5.028 2.421
H -2.093 -6.590 4.049
H 0.284 -6.350 4.617
H 1.659 -4.533 3.583
H -1.067 2.820 -5.338
H 0.677 3.411 -6.951
H 3.049 2.847 -6.532
H 3.716 1.639 -4.479
H 5.684 0.761 -0.996
H 7.295 0.328 0.846
H 6.666 -1.070 2.772
H 4.391 -2.068 2.920
H -3.726 -0.997 2.896
C -2.522 2.643 -2.777
C -2.373 0.198 -2.352
N -1.510 0.773 -0.049
N -1.406 1.838 0.799
C -0.316 1.785 1.582
O 0.553 0.943 1.264
C -0.206 2.679 2.752
C 0.391 2.186 3.906
C 0.455 2.987 5.035
C -0.053 4.279 5.004
C -0.628 4.777 3.842
C -0.713 3.973 2.715
C -1.610 -0.981 -2.873
C -1.543 -1.342 -4.203
C -0.690 -2.360 -4.587
C 0.062 -3.008 -3.623
C -0.033 -2.580 -2.313
N -0.830 -1.570 -1.932
H -2.652 3.160 -1.824
H -3.507 2.428 -3.193
H -1.989 3.323 -3.437
H 0.796 1.182 3.904
H 0.902 2.602 5.942
H 0.008 4.904 5.886
H -1.005 5.791 3.812
H -1.152 4.359 1.803
H -2.158 -0.815 -4.921
H -0.610 -2.643 -5.629
H 0.738 -3.812 -3.874
H 0.549 -3.035 -1.524

=====

| no. | total energy (hartree) |
| --- | --- |
| 1 | -3882.7143 |
| 2 | -2542.1496 |